Record 1
Formula: C24H34BCl26N2O2
Source: the OMol25 dataset
Level of theory: the ωB97M-V functional and the def2-TZVPD basis

```
89
Properties=species:S:1:pos:R:3:mulliken_charge:R:1
C -6.226 -0.124 1.646 -1.0959
C -5.647 0.898 0.553 -0.4563
C -5.272 0.224 -0.868 0.3556
Cl -6.182 -1.322 -1.236 -0.1507
C -3.662 0.095 -1.087 0.7318
C -3.312 -0.829 -2.389 -0.5910
C -1.684 -0.697 -2.482 -0.9383
C -1.136 -1.492 -1.157 -0.9655
C 0.397 -1.766 -1.496 -0.0404
Cl 1.570 -2.122 -0.159 -0.0581
C 1.101 -0.622 -2.443 -0.0513
C 2.726 -0.648 -2.308 -1.1545
N -1.491 -0.836 0.125 1.5797
B -0.749 0.493 0.373 0.7998
O -1.092 1.725 -0.255 -0.6552
O 0.413 0.532 1.254 -0.5566
C -1.403 -1.749 1.345 0.7242
C -1.155 -3.300 1.228 -0.3005
C -1.152 -4.028 2.575 -0.5084
C -1.348 -3.365 3.944 -0.3281
N -1.603 -1.954 4.012 -0.5749
C -1.627 -1.262 2.788 -0.4123
C -2.978 -0.426 0.231 -1.2356
H -5.933 0.192 2.716 0.2942
H -7.367 -0.073 1.583 0.3176
H -5.883 -1.203 1.529 0.3173
H -4.784 1.553 0.954 0.2708
H -6.496 1.647 0.325 0.4200
H -5.603 0.990 -1.666 0.0642
H -3.335 1.160 -1.401 -0.4876
H -3.596 -1.899 -2.075 0.4237
H -3.837 -0.472 -3.330 -0.0202
H -1.389 -1.225 -3.446 0.4198
H -1.442 0.411 -2.475 0.2819
H -1.690 -2.500 -1.274 0.1977
H 0.402 -2.700 -2.180 0.5724
H 0.868 -0.810 -3.545 0.3459
H 0.793 0.437 -2.151 0.0601
H 3.166 -1.689 -2.437 0.4359
H 3.095 -0.095 -1.377 0.2576
H 3.104 -0.025 -3.205 0.1332
H -0.452 2.425 0.020 0.2851
H 1.160 0.700 0.623 0.3038
H -1.009 -3.814 0.229 0.3781
H -0.971 -5.160 2.557 0.3420
H -1.298 -3.970 4.916 0.4472
H -1.874 -0.140 2.906 0.2453
H -3.007 0.369 1.058 0.3723
H -3.571 -1.342 0.609 0.0605
C 6.230 -0.523 -4.109 0.0218
Cl 6.291 0.470 -2.645 -0.0441
Cl 6.550 -2.219 -3.723 -0.1128
Cl 4.661 -0.354 -4.912 -0.1367
H 7.004 -0.175 -4.791 0.3273
C -4.597 2.923 -4.242 0.0559
Cl -6.114 3.486 -3.530 -0.1315
Cl -3.312 2.894 -3.020 -0.0521
Cl -4.807 1.324 -4.968 -0.1238
H -4.307 3.619 -5.026 0.3158
C 1.395 -1.886 6.717 0.7017
Cl 1.855 -3.398 7.514 -0.1475
Cl 0.309 -2.206 5.352 -0.0444
Cl 0.632 -0.783 7.870 -0.0916
H 2.298 -1.412 6.335 -0.3621
C -0.646 2.575 9.651 0.2197
Cl -1.336 2.734 8.029 -0.1213
Cl 0.710 3.692 9.862 -0.1166
Cl -1.882 2.858 10.884 -0.1173
H -0.273 1.559 9.767 0.1277
C 8.793 2.056 0.143 0.0240
Cl 9.866 1.139 -0.922 -0.1093
Cl 7.106 1.590 -0.124 -0.1095
Cl 9.243 1.817 1.836 -0.1164
H 8.897 3.113 -0.093 0.3051
C 5.509 -0.271 5.650 0.0657
Cl 4.004 0.285 6.400 -0.1140
Cl 6.826 -0.275 6.829 -0.1113
Cl 5.295 -1.882 4.949 -0.1246
H 5.768 0.419 4.850 0.2791
C -7.730 6.153 -6.243 0.1308
Cl -8.574 6.249 -7.794 -0.1106
Cl -6.007 5.831 -6.493 -0.1283
Cl -7.955 7.643 -5.318 -0.1112
H -8.153 5.329 -5.673 0.2240
C 9.865 -2.850 -6.587 -0.0035
Cl 9.212 -4.017 -7.745 -0.1131
Cl 8.596 -1.749 -6.030 -0.0907
Cl 10.609 -3.684 -5.216 -0.1187
H 10.633 -2.264 -7.088 0.3075
```

Summary:
net charge: +1
F_max: 6.19 eV Å⁻¹
HOMO-LUMO gap: 9.10 eV
molar mass: 1315.14 u
E: -13184.30392 Ha

Record 2
Formula: CH2NO3S
Source: the OMol25 dataset
Level of theory: the ωB97M-V functional and the def2-TZVPD basis

```
8
Properties=species:S:1:pos:R:3:mulliken_charge:R:1
C 0.129 1.553 1.125 -0.1954
N -0.872 0.877 1.379 -0.3206
O 1.029 -0.624 -1.261 -0.5419
O -1.206 -1.346 -2.121 -0.5809
O -0.055 -2.671 -0.432 -0.5608
S -0.211 -1.330 -0.998 0.7144
H 0.302 2.401 1.870 0.2454
H 0.885 1.141 0.438 0.2398
```

Summary:
net charge: -1
F_max: 2.69 eV Å⁻¹
energy above the lowest of the compared OMol25 structures with the same formula, charge and spin: 71.0 kcal/mol
HOMO-LUMO gap (alpha / beta): 6.65 / 8.96 eV
molar mass: 108.10 u
E: -717.92826 Ha

Record 3
Formula: C13H28KN7O2PS3
Source: the OMol25 dataset
Level of theory: the ωB97M-V functional and the def2-TZVPD basis

```
55
Properties=species:S:1:pos:R:3:mulliken_charge:R:1
K 0.326 -0.673 0.777 0.7491
N -2.336 -1.244 1.542 -0.3755
C -3.310 -0.434 0.814 -0.6740
C -2.932 1.041 0.807 -0.8775
N -1.715 1.351 0.069 0.0483
C -1.890 1.355 -1.380 -0.9231
C -1.216 0.206 -2.121 -0.4170
N 0.239 0.274 -2.018 -0.2276
H -2.570 -2.228 1.517 0.1835
H -2.276 -0.968 2.517 0.1994
H -4.329 -0.516 1.219 0.3680
H -3.351 -0.803 -0.216 0.3189
H -2.786 1.380 1.838 0.4786
H -3.793 1.608 0.418 0.3190
H -1.455 2.309 0.345 0.4219
H -1.483 2.296 -1.772 0.3681
H -2.958 1.353 -1.647 0.3317
H -1.569 0.223 -3.164 0.4453
H -1.531 -0.754 -1.703 0.0862
H 0.586 1.141 -2.412 0.1780
H 0.675 -0.499 -2.514 -0.0878
C 4.791 -5.277 -2.239 -0.8098
C 3.523 -5.210 -3.069 -0.2992
O 2.387 -4.843 -2.292 -0.3994
P 1.993 -3.296 -2.021 0.7013
S 0.164 -3.271 -1.321 -0.5045
S 2.427 -2.150 -3.577 -0.5839
O 3.075 -3.003 -0.837 -0.3297
C 3.293 -1.660 -0.405 0.0971
C 4.727 -1.265 -0.690 -1.3871
H 5.606 -5.678 -2.848 0.3841
H 4.648 -5.926 -1.373 0.2486
H 5.070 -4.288 -1.880 0.1065
H 3.286 -6.194 -3.481 0.2903
H 3.637 -4.506 -3.897 0.2701
H 3.089 -1.626 0.670 0.3295
H 2.614 -0.979 -0.926 0.0681
H 5.415 -1.946 -0.185 0.3003
H 4.918 -0.250 -0.334 0.4109
H 4.906 -1.307 -1.764 0.2605
N -2.655 5.284 4.315 -0.5944
C -2.599 5.149 2.904 0.7615
C -1.692 4.298 2.316 -0.6263
N -1.565 4.163 0.942 -0.7268
C -2.440 4.953 0.265 -0.2107
C -3.341 5.788 0.865 -0.3498
N -3.469 5.928 2.231 -0.8033
H -2.396 4.430 4.788 0.2401
H -3.591 5.564 4.577 0.2782
H -1.023 3.703 2.931 0.3291
H -2.405 4.900 -0.821 0.3065
H -4.009 6.388 0.253 0.3431
S 0.005 -1.931 6.004 -0.5336
C 0.477 -1.376 4.517 0.0921
N 0.810 -0.984 3.469 -0.5730
```

Summary:
net charge: -2
2S+1: 2
F_max: 0.22 eV Å⁻¹
⟨S²⟩: 0.76
energy above the lowest of the compared OMol25 structures with the same formula, charge and spin: 0.0 kcal/mol
HOMO-LUMO gap (alpha / beta): 3.57 / 6.79 eV
molar mass: 480.69 u
E: -3181.99453 Ha

Record 4
Formula: Cl3H3N4
Source: the OMol25 dataset
Level of theory: the ωB97M-V functional and the def2-TZVPD basis

```
10
Properties=species:S:1:pos:R:3:mulliken_charge:R:1
N 0.966 0.383 -0.400 -0.7759
N 0.151 -0.304 0.250 0.7120
N -1.085 -0.116 0.408 -0.3849
N -1.769 -0.911 1.252 0.0113
Cl 1.389 2.416 -2.661 -0.3253
Cl -2.587 -2.208 0.421 -0.0166
Cl -0.699 -1.721 2.520 -0.1587
H 2.450 2.092 -1.851 0.2934
H 0.545 1.032 -1.054 0.3347
H 0.638 -0.663 1.115 0.3100
```

Summary:
net charge: 0
F_max: 3.46 eV Å⁻¹
energy above the lowest of the compared OMol25 structures with the same formula, charge and spin: 24.2 kcal/mol
HOMO-LUMO gap: 8.66 eV
molar mass: 165.41 u
E: -1601.18978 Ha

Record 5
Formula: C18H20ClFN4O2
Source: the OMol25 dataset
Level of theory: the ωB97M-V functional and the def2-TZVPD basis

```
46
Properties=species:S:1:pos:R:3:mulliken_charge:R:1
C -7.586 -0.871 1.538 -0.6761
O -6.533 -0.018 1.986 -0.3890
C -5.332 -0.597 2.147 0.5439
C -4.276 0.266 2.606 -0.6478
C -3.051 -0.244 2.787 0.0381
C -2.809 -1.649 2.500 0.5440
N -1.688 -2.293 2.552 -0.6230
C -0.557 -1.666 3.049 0.3710
O -0.514 -1.066 4.106 -0.6123
C 0.675 -1.861 2.191 -0.8968
C 0.460 -1.306 0.795 0.1090
C 0.222 0.210 0.648 -0.6766
N 1.081 0.202 -0.547 0.0323
C 1.966 1.330 -0.712 -1.2966
C 2.772 1.255 -1.985 0.4386
C 2.459 0.340 -2.983 -0.3940
C 3.200 0.272 -4.150 -0.9005
C 4.262 1.135 -4.311 0.7009
F 4.980 1.057 -5.454 -0.3514
C 4.627 2.081 -3.365 0.1509
C 5.783 3.011 -3.586 -1.6553
C 3.848 2.109 -2.211 0.5657
Cl 4.242 3.300 -0.998 -0.2419
C 1.682 -1.076 -0.112 -0.9615
N -3.917 -2.331 2.100 0.1289
N -5.165 -1.846 1.902 -0.8735
H -8.464 -0.238 1.468 0.2436
H -7.344 -1.300 0.565 0.3031
H -7.752 -1.681 2.248 0.3038
H -4.506 1.305 2.797 0.4318
H -2.226 0.350 3.150 0.5290
H 1.509 -1.364 2.685 0.4390
H 0.888 -2.932 2.136 0.3698
H -0.314 -1.870 0.276 0.3197
H -0.796 0.570 0.483 0.3241
H 0.672 0.763 1.486 0.3609
H 1.361 2.243 -0.721 0.4476
H 2.653 1.424 0.145 0.5321
H 1.610 -0.312 -2.833 0.4925
H 2.966 -0.435 -4.934 0.4193
H 6.518 2.905 -2.788 0.3567
H 6.267 2.805 -4.537 0.3622
H 5.449 4.049 -3.580 0.3415
H 2.598 -0.921 0.477 0.2966
H 1.886 -1.795 -0.906 0.3943
H -3.805 -3.310 1.887 0.3055
```

Summary:
net charge: 0
SMILES string: COc1cc/c(=N\C(=O)CC2CN(Cc3ccc(F)c(C)c3Cl)C2)[nH]n1
F_max: 0.38 eV Å⁻¹
energy above the lowest of the compared OMol25 structures with the same formula, charge and spin: 1.6 kcal/mol
HOMO-LUMO gap: 8.62 eV
molar mass: 378.83 u
E: -1627.42888 Ha

Record 6
Formula: CH9NO3
Source: the OMol25 dataset
Level of theory: the ωB97M-V functional and the def2-TZVPD basis

```
14
Properties=species:S:1:pos:R:3:mulliken_charge:R:1
C -0.032 2.283 0.347 -0.9150
N -0.738 1.222 0.252 -0.4108
H 1.038 2.213 -0.020 0.2191
H -0.303 3.263 0.660 0.3151
H -1.768 1.534 0.276 0.0307
H -1.417 -1.538 1.922 0.4052
H -1.269 -2.614 0.890 0.2619
O -1.818 -2.324 1.572 -0.7755
H 1.645 -0.076 -0.713 0.3627
H 2.790 0.321 -1.679 0.2697
O 2.168 0.696 -1.015 -0.6282
H 0.017 -1.602 -1.626 0.3308
H -0.558 -1.672 -0.147 0.2707
O 0.243 -1.706 -0.718 -0.7363
```

Summary:
net charge: -1
2S+1: 2
F_max: 5.43 eV Å⁻¹
⟨S²⟩: 0.75
energy above the lowest of the compared OMol25 structures with the same formula, charge and spin: 44.1 kcal/mol
HOMO-LUMO gap (alpha / beta): 2.30 / 7.03 eV
molar mass: 83.09 u
E: -323.86219 Ha